# 1
{
  "formula": "C7H17NO",
  "method": "ωB97M-V/def2-TZVPD",
  "multiplicity": 2,
  "homo_energy_ev": [1.0978, -4.5873],
  "charge": -1,
  "s2": 0.752,
  "de_lowest_kcal_mol": 18.3,
  "species": ["C", "N", "C", "C", "C", "C", "C", "C", "H", "H", "H", "H", "H", "H", "H", "H", "H", "H", "H", "H", "H", "H", "H", "H", "H", "O"],
  "positions_angstrom": [[1.182, 0.840, 0.442], [0.385, 0.749, -0.768], [0.243, -0.602, -1.327], [-1.060, -1.267, -0.868], [-1.141, -1.573, 0.588], [-0.202, -2.275, 1.272], [0.326, -0.493, -2.838], [1.536, 2.285, 0.748], [2.058, 0.178, 0.487], [0.614, 0.397, 1.259], [0.740, 1.411, -1.447], [1.065, -1.232, -0.973], [-1.915, -0.654, -1.143], [-1.166, -2.172, -1.507], [-2.086, -1.370, 1.070], [0.743, -2.472, 0.836], [-0.338, -2.581, 2.299], [-0.239, 0.327, -3.275], [1.367, -0.306, -3.142], [0.022, -1.367, -3.419], [1.621, 2.514, 1.810], [2.445, 2.571, 0.209], [0.745, 2.927, 0.375], [-0.948, 1.115, 1.700], [-1.894, 0.987, 2.857], [-1.369, 1.648, 2.390]]
}

***

# 2
{
  "formula": "C4H8FN",
  "method": "ωB97M-V/def2-TZVPD",
  "homo_energy_ev": -9.2749,
  "charge": 0,
  "smiles": "NCC/C=C/F",
  "de_lowest_kcal_mol": 97.1,
  "species": ["N", "C", "C", "C", "C", "F", "H", "H", "H", "H", "H", "H", "H", "H"],
  "positions_angstrom": [[-2.365, -0.138, -0.255], [-1.052, -0.564, 0.281], [-0.029, 0.490, -0.374], [1.191, -0.447, -0.472], [2.273, 0.140, 0.163], [3.618, -0.255, -0.057], [-2.454, 1.127, -0.180], [-2.996, -0.401, 0.793], [-0.860, -0.267, 1.291], [-0.760, -1.642, -0.130], [-0.265, 0.910, -1.367], [0.170, 1.278, 0.400], [1.141, -1.456, -0.807], [2.389, 1.226, 0.713]]
}

***

# 3
{
  "formula": "C4H10FInOP",
  "method": "ωB97M-V/def2-TZVPD",
  "homo_energy_ev": -3.8766,
  "charge": -1,
  "species": ["C", "P", "C", "In", "C", "C", "O", "F", "H", "H", "H", "H", "H", "H", "H", "H", "H", "H"],
  "positions_angstrom": [[2.303, -1.126, 0.373], [1.765, -0.008, -1.023], [1.688, 1.568, -0.041], [-0.677, -0.720, -1.252], [-1.738, 0.154, 0.550], [-3.171, 0.281, 0.345], [-3.850, 1.195, 0.024], [-3.803, -0.965, 0.450], [2.665, -2.066, -0.067], [1.498, -1.375, 1.078], [3.129, -0.663, 0.932], [1.040, 1.517, 0.847], [2.700, 1.850, 0.287], [1.309, 2.373, -0.689], [-0.669, -2.480, -1.151], [-1.367, -0.150, -2.760], [-1.308, 1.147, 0.727], [-1.514, -0.534, 1.371]]
}

***

# 4
{
  "formula": "C10H11N",
  "method": "ωB97M-V/def2-TZVPD",
  "multiplicity": 3,
  "homo_energy_ev": [-5.8059, -8.7847],
  "charge": 0,
  "s2": 2.029,
  "de_lowest_kcal_mol": 63.4,
  "species": ["C", "C", "C", "C", "C", "C", "C", "C", "C", "C", "N", "H", "H", "H", "H", "H", "H", "H", "H", "H", "H", "H"],
  "positions_angstrom": [[-2.269, -0.765, -0.161], [-1.580, 0.374, -0.230], [-1.569, -1.968, 0.124], [-0.119, 0.237, 0.106], [0.443, -1.099, -0.669], [1.244, -1.413, -1.667], [2.168, -1.906, -2.402], [0.117, 0.251, 1.614], [0.732, 1.402, 0.920], [0.420, 2.893, 0.827], [-0.277, -2.194, -0.054], [-3.340, -0.858, -0.443], [-1.999, 1.377, -0.484], [-2.106, -2.812, 0.496], [2.187, -2.048, -3.480], [3.128, -2.288, -2.012], [-0.896, 0.427, 2.249], [0.709, -0.598, 1.955], [1.788, 1.317, 0.595], [-0.467, 2.958, 1.378], [0.483, 3.220, -0.172], [1.205, 3.494, 1.508]]
}

***

# 5
{
  "formula": "C2H3ClO",
  "method": "ωB97M-V/def2-TZVPD",
  "homo_energy_ev": [-7.6798, -7.5588],
  "charge": 0,
  "de_lowest_kcal_mol": 88.8,
  "species": ["C", "C", "O", "Cl", "H", "H", "H"],
  "positions_angstrom": [[0.184, 0.482, -1.064], [-0.190, -0.347, 0.942], [0.576, 0.232, 0.116], [0.537, -0.863, 2.427], [-0.799, 0.214, -1.407], [0.832, 1.068, -1.688], [-1.140, -0.787, 0.674]]
}

***

# 6
{
  "formula": "C5H8N2",
  "method": "ωB97M-V/def2-TZVPD",
  "homo_energy_ev": -21.2181,
  "charge": 2,
  "smiles": "CC#[N+]C[N+]#CC",
  "de_lowest_kcal_mol": 11.4,
  "species": ["C", "C", "N", "C", "N", "C", "C", "H", "H", "H", "H", "H", "H", "H", "H"],
  "positions_angstrom": [[3.421, 0.430, 0.516], [2.247, -0.087, 0.024], [1.226, -0.557, -0.217], [-0.179, -1.119, -0.772], [-1.228, -0.480, -0.242], [-2.263, -0.094, 0.113], [-3.441, 0.530, 0.420], [3.173, 0.612, 1.595], [4.259, -0.193, 0.388], [3.766, 1.324, 0.020], [0.011, -2.278, -0.621], [-0.166, -0.909, -1.778], [-4.173, 0.160, 1.144], [-3.290, 1.531, 1.097], [-4.057, 0.807, -0.481]]
}

***

# 7
{
  "formula": "C4H7N3O",
  "method": "ωB97M-V/def2-TZVPD",
  "homo_energy_ev": -8.8003,
  "charge": 0,
  "smiles": "N[C@@]12C[C@H]1NNC2=O",
  "de_lowest_kcal_mol": 123.5,
  "species": ["N", "C", "C", "C", "N", "N", "C", "O", "H", "H", "H", "H", "H", "H", "H"],
  "positions_angstrom": [[-0.210, -0.987, 1.219], [-0.179, -0.728, -0.205], [-1.589, -0.663, -0.637], [-0.739, 0.624, -0.549], [-0.001, 1.528, 0.354], [1.374, 0.995, 0.058], [1.324, -0.382, -0.377], [2.360, -0.989, -0.606], [0.148, -1.895, 1.473], [0.220, -0.313, 1.880], [-1.875, -0.701, -1.733], [-2.314, -0.993, 0.087], [-0.443, 0.699, -1.603], [-0.184, 2.456, -0.098], [2.110, 1.349, 0.739]]
}

***

# 8
{
  "formula": "C41H41Br4N8O2PSTl",
  "method": "ωB97M-V/def2-TZVPD",
  "homo_energy_ev": -3.5115,
  "charge": -1,
  "de_lowest_kcal_mol": 0.0,
  "species": ["Tl", "C", "C", "N", "C", "C", "S", "C", "C", "N", "H", "H", "H", "H", "H", "H", "H", "H", "H", "H", "H", "H", "H", "H", "Br", "C", "C", "Br", "C", "Br", "C", "O", "C", "O", "C", "Br", "N", "C", "C", "C", "C", "C", "C", "P", "C", "C", "C", "C", "C", "C", "C", "C", "C", "C", "C", "C", "H", "H", "H", "H", "H", "H", "H", "H", "H", "H", "H", "H", "H", "H", "H", "H", "C", "C", "N", "C", "C", "N", "C", "N", "N", "N", "C", "C", "C", "C", "C", "C", "H", "H", "H", "H", "H", "H", "H", "H", "H", "H", "H"],
  "positions_angstrom": [[-0.583, -0.243, 0.114], [-0.361, 2.505, 2.527], [0.763, 1.713, 3.213], [1.008, 0.438, 2.566], [1.089, -0.749, 3.400], [-0.211, -1.088, 4.124], [-1.612, -1.427, 3.013], [-2.820, -0.126, 3.418], [-2.294, 1.303, 3.519], [-1.553, 1.702, 2.345], [-0.540, 3.430, 3.102], [-0.011, 2.795, 1.533], [1.661, 2.343, 3.230], [0.498, 1.539, 4.259], [1.799, 0.485, 1.940], [1.329, -1.578, 2.731], [1.880, -0.689, 4.166], [-0.040, -2.001, 4.695], [-0.519, -0.319, 4.834], [-3.543, -0.205, 2.603], [-3.331, -0.389, 4.347], [-3.153, 1.960, 3.728], [-1.641, 1.380, 4.390], [-2.144, 2.061, 1.609], [-0.800, -7.568, 0.073], [-0.140, -5.793, 0.187], [1.024, -5.519, 0.878], [2.012, -6.908, 1.710], [1.466, -4.187, 0.952], [3.076, -3.745, 1.872], [0.786, -3.112, 0.383], [1.226, -1.887, 0.458], [-0.456, -3.393, -0.330], [-1.127, -2.435, -0.869], [-0.847, -4.739, -0.411], [-2.441, -5.057, -1.399], [1.179, -1.275, -2.522], [2.310, -0.794, -3.163], [2.925, -1.515, -4.198], [3.998, -0.991, -4.893], [4.499, 0.268, -4.575], [3.888, 0.995, -3.568], [2.798, 0.489, -2.863], [1.854, 1.498, -1.650], [3.206, 2.528, -0.940], [3.895, 1.933, 0.121], [4.936, 2.589, 0.758], [5.298, 3.868, 0.354], [4.622, 4.471, -0.695], [3.587, 3.806, -1.341], [0.961, 2.647, -2.764], [0.578, 2.258, -4.045], [-0.280, 3.050, -4.798], [-0.757, 4.249, -4.290], [-0.375, 4.651, -3.016], [0.460, 3.848, -2.256], [0.793, -2.128, -2.898], [1.167, -1.316, -1.498], [2.542, -2.498, -4.444], [4.456, -1.573, -5.683], [5.348, 0.677, -5.108], [4.256, 1.985, -3.328], [3.617, 0.931, 0.436], [5.461, 2.104, 1.571], [6.105, 4.390, 0.854], [4.905, 5.465, -1.021], [3.078, 4.284, -2.169], [0.937, 1.319, -4.449], [-0.577, 2.725, -5.787], [-1.430, 4.863, -4.878], [-0.747, 5.584, -2.610], [0.719, 4.149, -1.246], [-3.075, 3.999, -1.188], [-3.132, 2.663, -1.841], [-2.163, 1.793, -1.889], [-2.651, 0.702, -2.579], [-3.925, 0.937, -2.978], [-4.243, 2.199, -2.501], [-5.411, 2.951, -2.850], [-5.095, 4.052, -3.740], [-5.364, 5.320, -3.359], [-4.899, 6.139, -4.222], [-4.267, 5.411, -5.209], [-3.585, 5.831, -6.355], [-3.032, 4.854, -7.149], [-3.147, 3.486, -6.822], [-3.815, 3.057, -5.699], [-4.378, 4.057, -4.899], [-2.127, 4.080, -0.661], [-3.892, 4.136, -0.474], [-3.137, 4.810, -1.916], [-2.055, -0.187, -2.723], [-4.639, 0.337, -3.516], [-5.885, 3.406, -1.981], [-6.115, 2.269, -3.325], [-3.497, 6.883, -6.590], [-2.487, 5.136, -8.040], [-2.688, 2.751, -7.470], [-3.871, 2.009, -5.440]]
}